Record 1
Computed, not measured: the ion C2H5N2O2 with charge -1, with the ωB97M-V functional and the def2-TZVPD basis.

Each line ends with the Löwdin charge.
CARTESIAN COORDINATES (ANGSTROEM)
C1 1.350 0.072 0.697  -0.69
C2 -1.186 -0.198 0.508  -0.24
N1 0.114 -0.138 -1.537  -0.03
N2 0.011 -0.504 -0.148  -0.28
O1 2.142 0.517 -0.137  -0.08
O2 1.397 -0.170 1.891  -0.04
H1 -1.069 -0.731 1.528  0.09
H2 -1.442 0.975 0.457  0.08
H3 -2.160 -0.760 -0.018  0.09
H4 -0.223 0.878 -1.449  0.06
H5 1.067 0.058 -1.792  0.03

Properties
frontier orbital gap = 7.852 eV
charge = -1
DFT total energy = -9230.01559 eV
M = 89.07 g mol⁻¹
E_HOMO = -0.1240 Ha

Record 2
Computed, not measured: a cluster of 9 separate species, C52H47BClF8NO3S in total, with the ωB97M-V functional and the def2-TZVPD basis.

Each line ends with the Löwdin charge.
CARTESIAN COORDINATES (ANGSTROEM)
N1 -0.195 0.652 -0.045  0.12
B1 -0.572 -0.144 -1.282  -0.42
O1 0.454 -0.905 -1.989  0.07
C1 -2.142 -0.115 -1.698  -0.18
O2 -2.353 1.323 -1.971  -0.02
C2 -3.728 1.613 -1.748  -0.38
O3 -4.313 2.530 -2.333  0.10
C3 -4.199 0.572 -0.633  -0.55
Cl1 -5.945 0.032 -0.902  0.58
C4 -3.257 -0.762 -0.753  -0.53
S1 -2.908 -1.128 1.030  0.76
H1 0.623 0.235 0.419  0.08
H2 0.102 1.570 -0.435  0.07
H3 1.158 -0.231 -2.160  0.11
H4 -2.297 -0.549 -2.758  0.17
H5 -4.032 1.030 0.408  0.08
H6 -3.830 -1.616 -1.233  0.10
H7 -1.556 -1.099 1.319  -0.12
F1 -3.204 -5.412 -0.132  0.06
C5 -4.546 -5.372 -0.150  -0.29
C6 -5.252 -6.444 -0.674  -0.02
C7 -6.642 -6.405 -0.689  -0.09
C8 -7.310 -5.289 -0.190  -0.10
C9 -6.591 -4.216 0.328  -0.08
C10 -5.201 -4.259 0.354  -0.02
H8 -4.714 -7.300 -1.065  0.12
H9 -7.204 -7.241 -1.089  0.11
H10 -8.395 -5.257 -0.206  0.10
H11 -7.112 -3.346 0.713  0.10
H12 -4.625 -3.437 0.762  0.07
F2 1.659 2.617 -0.396  0.03
C11 2.505 3.208 0.470  -0.28
C12 3.860 2.926 0.398  -0.01
C13 4.733 3.540 1.289  -0.07
C14 4.240 4.420 2.248  -0.08
C15 2.877 4.692 2.314  -0.08
C16 2.004 4.087 1.417  -0.02
H13 4.223 2.231 -0.351  0.12
H14 5.797 3.332 1.237  0.09
H15 4.922 4.895 2.946  0.10
H16 2.494 5.375 3.065  0.11
H17 0.940 4.294 1.447  0.11
F3 -7.514 -8.204 2.038  0.06
C17 -7.603 -9.389 1.415  -0.29
C18 -8.824 -9.797 0.901  -0.01
C19 -8.916 -11.023 0.251  -0.08
C20 -7.788 -11.832 0.131  -0.10
C21 -6.569 -11.414 0.656  -0.09
C22 -6.474 -10.183 1.297  -0.02
H18 -9.691 -9.157 1.012  0.09
H19 -9.865 -11.349 -0.162  0.11
H20 -7.862 -12.791 -0.372  0.10
H21 -5.692 -12.047 0.566  0.10
H22 -5.530 -9.838 1.703  0.12
F4 8.173 3.655 2.269  0.04
C23 8.923 4.162 1.273  -0.30
C24 9.291 3.345 0.216  -0.01
C25 10.062 3.870 -0.817  -0.06
C26 10.464 5.203 -0.774  -0.09
C27 10.092 6.012 0.296  -0.08
C28 9.312 5.491 1.323  -0.02
H23 8.975 2.308 0.204  0.11
H24 10.351 3.241 -1.655  0.08
H25 11.067 5.608 -1.573  0.09
H26 10.409 7.049 0.330  0.11
H27 9.006 6.108 2.159  0.11
F5 -3.959 2.233 2.193  0.05
C29 -3.101 2.818 3.045  -0.28
C30 -1.749 2.525 2.954  -0.01
C31 -0.859 3.134 3.832  -0.09
C32 -1.332 4.020 4.797  -0.10
C33 -2.692 4.302 4.881  -0.08
C34 -3.582 3.702 3.997  -0.01
H28 -1.401 1.826 2.201  0.09
H29 0.202 2.918 3.765  0.10
H30 -0.637 4.491 5.485  0.10
H31 -3.059 4.990 5.636  0.10
H32 -4.643 3.917 4.042  0.12
F6 10.629 2.625 -3.306  0.03
C35 10.169 1.398 -3.608  -0.28
C36 8.824 1.228 -3.894  -0.02
C37 8.348 -0.040 -4.211  -0.08
C38 9.221 -1.125 -4.228  -0.10
C39 10.570 -0.942 -3.935  -0.08
C40 11.048 0.327 -3.628  -0.01
H33 8.158 2.083 -3.867  0.12
H34 7.299 -0.183 -4.444  0.11
H35 8.849 -2.114 -4.472  0.10
H36 11.248 -1.789 -3.945  0.11
H37 12.096 0.489 -3.406  0.12
F7 10.499 7.279 -2.493  0.04
C41 9.488 8.162 -2.558  -0.28
C42 9.759 9.488 -2.857  -0.02
C43 8.712 10.400 -2.928  -0.08
C44 7.406 9.978 -2.689  -0.10
C45 7.146 8.645 -2.385  -0.08
C46 8.192 7.730 -2.324  -0.02
H38 10.783 9.799 -3.031  0.12
H39 8.912 11.438 -3.169  0.10
H40 6.590 10.691 -2.741  0.10
H41 6.130 8.318 -2.195  0.11
H42 8.007 6.686 -2.097  0.12
F8 -11.144 -7.876 1.246  0.04
C47 -11.635 -6.656 1.522  -0.28
C48 -12.950 -6.362 1.200  -0.02
C49 -13.458 -5.101 1.492  -0.08
C50 -12.642 -4.145 2.091  -0.10
C51 -11.321 -4.450 2.405  -0.08
C52 -10.815 -5.715 2.125  -0.02
H43 -13.567 -7.116 0.726  0.12
H44 -14.489 -4.862 1.251  0.10
H45 -13.039 -3.160 2.314  0.10
H46 -10.686 -3.703 2.869  0.11
H47 -9.792 -5.973 2.370  0.12

Properties
frontier orbital gap = 9.185 eV
DFT total energy = -108092.54859 eV
M = 964.27 g mol⁻¹
E_HOMO = -0.3320 Ha

Record 3
Computed, not measured: a structure of composition C20H24IrN4O4S4Se, with the ωB97M-V functional and the def2-TZVPD basis.

Each line ends with the Löwdin charge.
CARTESIAN COORDINATES (ANGSTROEM)
Ir1 0.374 0.918 0.267  0.88
C1 2.936 -0.998 -0.658  -0.48
C2 3.280 -1.027 0.828  -0.47
S1 2.042 -0.271 1.931  0.89
C3 2.956 1.139 2.644  -0.46
C4 2.218 2.470 2.587  -0.48
S2 1.487 2.983 1.012  0.84
C5 2.845 3.079 -0.194  -0.47
C6 3.491 1.777 -0.660  -0.46
S3 2.301 0.564 -1.323  0.86
H1 2.128 -1.692 -0.891  0.07
H2 3.812 -1.291 -1.238  0.09
H3 4.241 -0.559 1.032  0.07
H4 3.372 -2.069 1.134  0.09
H5 3.927 1.202 2.159  0.07
H6 3.134 0.902 3.692  0.09
H7 2.874 3.269 2.933  0.10
H8 1.339 2.451 3.236  0.07
H9 3.609 3.742 0.213  0.10
H10 2.382 3.597 -1.036  0.08
H11 4.049 1.309 0.143  0.05
H12 4.196 2.011 -1.458  0.09
C7 -7.142 2.313 -0.333  -0.04
C8 -5.843 1.911 0.307  -0.26
C9 -5.310 2.655 1.361  -0.03
C10 -4.125 2.282 1.970  -0.05
C11 -3.464 1.141 1.525  -0.29
C12 -3.975 0.380 0.485  -0.03
C13 -5.158 0.779 -0.120  -0.02
S4 -2.005 0.682 2.405  0.61
O1 -1.229 1.889 2.606  -0.35
O2 -2.366 -0.119 3.532  -0.25
N1 -1.071 -0.207 1.379  -0.33
C14 -1.271 -1.545 1.174  -0.14
C15 -1.310 -1.682 -0.608  -0.59
O3 -2.267 -2.300 -0.974  0.15
O4 -0.326 -1.096 -1.060  -0.08
H13 -7.253 3.397 -0.356  0.08
H14 -7.983 1.911 0.235  0.09
H15 -7.218 1.932 -1.350  0.08
H16 -5.832 3.538 1.709  0.12
H17 -3.713 2.865 2.784  0.12
H18 -3.481 -0.516 0.138  0.09
H19 -5.556 0.188 -0.937  0.13
H20 -2.147 -1.989 1.638  0.12
H21 -0.371 -2.158 1.279  0.12
Se1 -1.380 0.793 -4.697  1.20
N2 -2.730 1.862 -4.329  -0.22
C16 -2.532 2.303 -3.101  -0.39
C17 -3.362 3.237 -2.413  0.03
C18 -2.987 3.605 -1.165  -0.03
C19 -1.827 3.033 -0.567  -0.13
N3 -1.037 2.167 -1.146  0.01
C20 -1.350 1.804 -2.437  -0.46
N4 -0.585 0.997 -3.139  -0.23
H22 -4.246 3.626 -2.899  0.13
H23 -3.564 4.313 -0.589  0.12
H24 -1.566 3.312 0.449  0.10

Properties
frontier orbital gap (alpha / beta) = 6.232 / 7.007 eV
charge = +1
DFT total energy = -146797.13879 eV
⟨S²⟩ = 6.015
M = 783.88 g mol⁻¹
E_HOMO (alpha / beta) = -0.3670 / -0.4240 Ha
spin multiplicity = 5

Record 4
Computed, not measured: a structure of composition C33H35FN7O3Tc, with the ωB97M-V functional and the def2-TZVPD basis.

Each line ends with the Löwdin charge.
CARTESIAN COORDINATES (ANGSTROEM)
Tc1 -1.234 2.404 0.479  1.66
F1 1.303 -3.488 -1.807  0.09
C1 0.773 -3.293 -0.589  -0.17
C2 0.301 -2.048 -0.308  0.10
C3 -0.230 -1.746 0.956  -0.05
C4 -0.722 -0.428 1.254  -0.23
O1 -0.639 0.480 0.322  -0.16
C5 -1.279 -0.249 2.532  -0.02
C6 -1.292 -1.296 3.428  0.08
N1 -0.776 -2.495 3.178  0.04
C7 -0.785 -3.501 4.234  -0.24
C8 -0.373 -3.090 5.614  -0.06
C9 0.528 -3.962 4.797  -0.08
C10 -0.256 -2.769 1.924  -0.10
C11 0.216 -4.044 1.603  0.07
C12 0.754 -4.353 0.358  -0.11
N2 1.226 -5.627 0.086  -0.07
C13 1.573 -6.074 -1.272  -0.11
C14 1.805 -7.588 -1.276  -0.07
N3 0.865 -8.225 -0.303  0.08
C15 1.210 -7.847 1.113  -0.06
C16 1.843 -6.451 1.115  -0.11
C17 -1.902 1.038 3.020  -0.52
O2 -2.594 1.050 3.995  0.17
O3 -1.569 2.112 2.316  -0.19
H1 0.358 -1.276 -1.062  0.14
H2 -1.749 -1.132 4.396  0.17
H3 -1.596 -4.212 4.131  0.16
H4 -0.911 -3.526 6.443  0.12
H5 -0.064 -2.068 5.784  0.12
H6 0.628 -5.004 5.069  0.11
H7 1.428 -3.512 4.398  0.12
H8 0.144 -4.814 2.357  0.11
H9 2.474 -5.595 -1.659  0.14
H10 0.752 -5.832 -1.945  0.14
H11 2.818 -7.854 -0.982  0.14
H12 1.628 -7.987 -2.272  0.15
H13 0.865 -9.241 -0.409  0.19
H14 -0.081 -7.904 -0.515  0.19
H15 1.910 -8.580 1.513  0.15
H16 0.296 -7.880 1.702  0.14
H17 2.919 -6.526 0.927  0.14
H18 1.734 -6.010 2.100  0.12
N4 6.580 8.484 -0.010  0.21
C18 5.706 7.740 0.043  -0.15
C19 4.610 6.824 0.089  -0.19
C20 3.737 6.831 1.182  0.01
C21 2.677 5.953 1.216  0.01
C22 2.469 5.060 0.149  -0.24
C23 3.357 5.055 -0.944  0.00
C24 4.418 5.928 -0.970  0.01
C25 1.366 4.191 0.167  -0.04
C26 0.379 3.452 0.158  -0.14
H19 3.901 7.527 1.992  0.14
H20 1.997 5.947 2.057  0.13
H21 3.202 4.354 -1.754  0.12
H22 5.110 5.932 -1.801  0.13
C27 -1.636 5.326 -4.504  -0.14
C28 -0.919 5.685 -3.219  -0.13
N5 -1.098 4.598 -2.259  0.11
C29 -2.129 3.757 -2.238  -0.31
N6 -2.167 2.817 -1.241  -0.14
C30 -3.369 1.964 -1.169  -0.22
C31 -3.876 1.618 -2.557  -0.14
C32 -4.226 2.934 -3.220  -0.12
N7 -3.077 3.842 -3.171  -0.01
C33 -3.060 4.928 -4.161  -0.11
H23 -1.129 4.489 -4.988  0.13
H24 -1.643 6.169 -5.190  0.13
H25 -1.313 6.614 -2.801  0.14
H26 0.147 5.820 -3.391  0.13
H27 -0.407 4.472 -1.536  0.07
H28 -4.162 2.480 -0.619  0.13
H29 -3.119 1.041 -0.627  0.10
H30 -4.751 0.975 -2.500  0.13
H31 -3.096 1.103 -3.120  0.13
H32 -5.082 3.395 -2.719  0.14
H33 -4.495 2.784 -4.264  0.14
H34 -3.620 5.783 -3.773  0.15
H35 -3.576 4.573 -5.050  0.13

Properties
frontier orbital gap (alpha / beta) = 6.339 / 5.935 eV
charge = +3
DFT total energy = -56252.37119 eV
⟨S²⟩ = 3.813
M = 694.69 g mol⁻¹
E_HOMO (alpha / beta) = -0.5539 / -0.5638 Ha
spin multiplicity = 4